13 unconnected molecules or ions with the total composition C5H33NO14. Source: the OMol25 dataset; level of theory: ωB97M-V/def2-TZVPD.

XYZ file:
```
53
Properties=species:S:1:pos:R:3:forces:R:3:nbo_charge:R:1
C 0.0590 -0.1955 -1.5468 0.41 0.07 0.17 -0.529
C 0.8637 -1.2870 -2.2469 0.06 -0.09 -0.10 -0.608
C -0.8533 -0.7856 -0.5197 -0.66 -0.33 0.07 0.741
N -0.8285 -0.4534 0.7579 0.47 0.65 0.11 -0.575
C 0.0674 0.5003 1.3990 -0.92 -0.13 -0.61 -0.393
C -0.5584 1.8455 1.6414 0.56 -0.02 -0.08 0.492
O 0.1354 2.8061 1.8773 -0.26 0.21 0.35 -0.580
O -1.7017 -1.6534 -0.8887 0.12 0.13 -0.11 -0.804
H 0.7236 0.5479 -1.1274 0.04 0.00 0.14 0.237
H -0.5736 0.3569 -2.2416 -0.12 -0.17 -0.12 0.247
H 0.2188 -2.0961 -2.5780 -0.05 -0.14 0.04 0.211
H 1.6579 -1.6939 -1.6207 -0.14 -0.05 0.15 0.233
H 1.3648 -0.8986 -3.1216 0.08 0.26 -0.28 0.221
H -1.5446 -0.8412 1.3689 -0.18 -0.20 -0.09 0.449
H 0.9991 0.5725 0.8686 0.28 0.26 -0.25 0.248
H 0.3291 0.1083 2.3585 0.22 -0.28 0.84 0.297
H -1.6571 1.8943 1.6632 -0.04 0.02 0.05 0.138
H 2.4050 -1.1351 0.5958 0.19 -0.26 0.03 0.494
H 1.4354 -2.3070 0.8680 -0.30 -0.44 0.02 0.499
O 2.3083 -1.9691 1.0993 0.05 0.39 -0.12 -0.996
H 3.2838 1.0076 0.6041 -0.10 -0.30 -0.07 0.516
H 2.8551 0.9778 -0.8413 0.21 -0.53 0.36 0.507
O 3.1775 0.3651 -0.1388 -0.27 1.07 -0.39 -1.019
H 4.3223 -1.0321 -0.7424 0.04 -0.06 0.01 0.487
H 4.1359 -2.4457 -0.2604 -0.30 -0.33 0.45 0.475
O 4.5764 -1.9445 -0.9398 0.34 0.24 -0.53 -0.972
H 3.0131 3.0502 0.8097 -0.01 -0.18 0.34 0.486
H 1.8852 2.6109 1.7395 0.30 -0.09 0.06 0.502
O 2.8433 2.4573 1.5635 -0.11 0.43 -0.34 -0.990
H 2.6633 0.2262 3.3078 -0.02 -0.15 0.02 0.472
H 2.2017 -1.1460 2.7329 0.05 0.37 0.38 0.501
O 2.0391 -0.4950 3.4570 0.14 -0.21 -0.18 -0.984
H -3.5988 -1.5615 2.7078 -0.18 -0.40 0.26 0.479
H -3.7767 -0.6845 1.4559 -0.16 -0.08 0.09 0.501
O -3.2788 -0.7687 2.2887 0.37 0.44 -0.16 -0.979
H 0.8809 2.7517 -1.1918 0.51 0.07 -0.34 0.512
H 1.8875 3.2267 -2.2922 -0.07 0.03 -0.07 0.481
O 1.8387 2.7847 -1.4420 -0.32 -0.23 0.44 -1.007
H -4.8208 -1.0886 -0.8128 0.07 -0.08 -0.04 0.497
H -3.2740 -1.1477 -0.5022 -0.03 -0.26 -0.18 0.510
O -4.1151 -0.6834 -0.3010 -0.29 0.19 0.25 -1.004
H -2.1890 -1.0182 -4.0564 -0.54 0.19 0.64 0.483
H -2.3388 -1.2752 -2.5193 -0.11 0.22 -0.43 0.505
O -2.7496 -0.7973 -3.2842 0.70 -0.57 -0.42 -0.992
H -3.5849 0.9322 -1.0737 -0.02 -0.12 -0.23 0.503
H -2.9826 0.8136 -2.4967 -0.09 -0.09 0.11 0.511
O -3.0926 1.4283 -1.7481 0.27 0.54 0.17 -1.007
H -0.0682 -4.3974 0.2997 -0.15 0.58 0.15 0.483
H -0.9540 -3.1074 0.1116 0.59 -0.44 0.27 0.498
O -0.2203 -3.4992 0.6417 -0.34 -0.14 -0.43 -0.981
H -1.6668 2.1883 -1.1154 0.48 0.34 0.00 0.526
H -1.1235 3.5415 -0.5549 -0.08 0.19 0.13 0.489
O -0.8493 2.6426 -0.7469 -0.68 -0.50 -0.51 -1.009
```
Forces are in eV/Å.

Results
F_max: 1.17 eV/A
LUMO energy: 0.08 eV
HOMO-LUMO gap: 0.378 Eh
2S+1: 1
HOMO: -10.2 eV
Energy above the lowest of the compared OMol25 structures with the same formula, charge and spin: 0.067 eV